{"formula": "C3H6O2", "method": "the ωB97M-V functional and the def2-TZVPD basis", "homo_lumo_gap_ev": 10.386, "smiles": "CC=O.C=O", "lumo_ev": 0.74, "total_charge": 0, "e_homo_ev": -9.64, "elements": ["C", "C", "O", "H", "H", "H", "H", "C", "O", "H", "H"], "xyz": [[0.790318, 1.376504, 0.096173], [0.137515, 2.538934, 0.765708], [-0.074684, 2.672347, 1.941509], [1.480229, 0.956241, 0.824755], [1.197607, 1.617106, -0.879397], [-0.051824, 0.696878, -0.078378], [-0.302447, 3.339021, 0.108085], [-0.807653, -3.311178, -0.707970], [-0.065071, -2.428573, -0.391339], [-1.751192, -3.448802, -0.163004], [-0.552798, -4.008479, -1.516142]], "atomic_forces_ev_per_a": [[-0.5, 0.1, 0.6], [-1.0, 1.3, -0.5], [0.5, -0.5, 0.3], [0.2, -0.4, -0.4], [0.3, 0.1, 0.1], [0.2, -0.3, 0.0], [0.4, -0.4, -0.1], [0.0, 0.0, 0.3], [0.3, 0.3, 0.0], [-0.2, -0.2, -0.1], [-0.1, -0.2, -0.2]]}



{"formula": "C2H2N3S2", "method": "the ωB97M-V functional and the def2-TZVPD basis", "homo_lumo_gap_ev": 7.011, "lumo_ev": -6.68, "total_charge": 1, "e_homo_ev": -13.69, "elements": ["C", "C", "N", "N", "N", "S", "S", "H", "H"], "xyz": [[2.162979, -2.315136, -0.473952], [1.013101, -2.020391, -0.750335], [-1.220921, -1.636001, -0.434596], [-3.444997, -0.652254, -1.051415], [-0.245902, -1.946973, -0.945556], [-1.590629, -0.868547, 1.342940], [-3.323866, -0.307957, 0.364518], [3.242517, -2.487984, -0.674057], [-3.230508, -0.887224, -2.011133]], "atomic_forces_ev_per_a": [[0.4, 0.5, -1.5], [3.7, -0.8, 1.3], [-3.4, -0.1, -0.2], [-1.0, 1.0, 0.5], [1.0, -0.5, -1.1], [-0.2, 0.6, -0.1], [0.5, -0.5, 0.0], [-1.3, 0.0, 0.8], [0.5, -0.3, 0.4]]}



{"formula": "C19H24FeNO5", "method": "the ωB97M-V functional and the def2-TZVPD basis", "multiplicity": 5, "homo_lumo_gap_ev": [4.141, 6.588], "lumo_ev": [-3.74, -4.75], "total_charge": 1, "e_homo_ev": [-7.88, -11.33], "elements": ["C", "O", "C", "C", "C", "C", "C", "C", "Fe", "C", "O", "C", "O", "C", "O", "H", "H", "H", "H", "H", "H", "H", "H", "H", "C", "C", "C", "C", "N", "C", "C", "O", "C", "C", "C", "H", "H", "H", "H", "H", "H", "H", "H", "H", "H", "H", "H", "H", "H", "H"], "xyz": [[-4.359752, 2.466279, 1.051563], [-3.078494, 3.095392, 0.925646], [-1.905567, 2.349808, 0.868727], [-1.281454, 1.765315, 2.020838], [-0.947727, 0.305049, 1.832118], [-0.226857, -0.056598, 0.488694], [-0.504236, 0.972874, -0.557940], [-1.227188, 2.117847, -0.390851], [-0.263910, 3.562441, 1.432904], [0.775839, 3.484120, 2.794376], [1.452291, 3.731230, 3.707313], [-1.025867, 5.038025, 1.889148], [-1.201232, 6.157676, 2.151961], [0.862549, 4.329501, 0.340973], [1.653703, 5.017057, -0.159828], [-5.039713, 3.285013, 1.287975], [-4.648452, 2.004516, 0.096720], [-4.365602, 1.717780, 1.859611], [-1.682490, 2.014380, 3.013939], [-0.316121, -0.033155, 2.668033], [-1.879531, -0.289293, 1.896087], [0.850557, 0.028927, 0.744228], [-0.093854, 0.763993, -1.550615], [-1.452898, 2.807585, -1.220324], [-1.691810, -1.347608, -2.109773], [-1.916845, -1.575800, -0.607240], [-0.505071, -1.470005, 0.037531], [0.448260, -1.811283, -1.089813], [1.693173, -2.204191, -0.918019], [2.216171, -2.359444, 0.470799], [3.708482, -2.655106, 0.523254], [4.121979, -3.571555, -0.496044], [3.924024, -3.013162, -1.799278], [2.466024, -2.676785, -2.100277], [-0.206209, -1.682224, -2.420483], [-2.368394, -1.948979, -2.723159], [-1.881361, -0.291998, -2.343938], [-2.635885, -0.863714, -0.177582], [-2.314573, -2.587466, -0.439742], [-0.401007, -2.156210, 0.896742], [2.020269, -1.450911, 1.059802], [1.679196, -3.193419, 0.953097], [4.268420, -1.700050, 0.465259], [3.935220, -3.185342, 1.459861], [4.536991, -2.101811, -1.944667], [4.253223, -3.816331, -2.472199], [1.979675, -3.588488, -2.486634], [2.436433, -1.913678, -2.894537], [-0.107324, -2.601628, -3.017959], [0.246941, -0.868574, -3.016297]], "atomic_forces_ev_per_a": [[0.4, -0.3, 0.0], [1.3, 0.5, -0.2], [-1.4, -0.9, -1.7], [-0.9, -0.9, 0.3], [0.3, -0.8, 0.3], [0.6, 2.1, 1.5], [1.3, -0.7, -1.0], [-2.5, 1.4, 1.0], [-1.9, -4.0, -1.3], [4.2, 1.2, 5.0], [-1.5, -1.0, -1.9], [-1.9, 6.9, 1.9], [0.1, -3.0, -0.7], [4.5, 2.7, -3.5], [-1.9, -1.5, 1.2], [0.0, -0.2, 0.0], [0.1, 0.0, 0.2], [0.0, 0.2, -0.2], [0.0, -0.1, -0.4], [-0.2, -0.1, -0.2], [0.2, 0.1, 0.0], [-0.3, 0.0, -0.2], [0.0, 0.3, 0.3], [0.0, -0.6, 0.2], [-0.1, 0.3, -0.3], [0.3, -0.7, 0.0], [-0.4, -0.7, -0.3], [1.0, -0.5, 0.5], [-1.3, 0.5, 0.0], [-0.1, -0.6, 0.4], [0.5, -0.3, -0.4], [-0.7, 1.0, -0.2], [0.5, -0.1, 0.6], [-0.1, -0.4, -0.3], [-0.6, 0.2, -0.3], [0.1, 0.1, 0.1], [0.0, -0.4, 0.0], [0.4, -0.2, -0.1], [0.1, 0.3, 0.0], [0.1, 0.2, -0.4], [0.0, -0.3, -0.4], [0.0, 0.3, -0.4], [0.0, -0.5, 0.0], [-0.1, 0.5, -0.2], [0.0, -0.5, 0.2], [-0.1, 0.5, 0.0], [-0.1, 0.4, 0.3], [-0.1, -0.2, 0.4], [0.1, 0.2, 0.2], [0.1, -0.4, 0.2]]}



{"formula": "CH5BrP2", "method": "the ωB97M-V functional and the def2-TZVPD basis", "homo_lumo_gap_ev": 8.360, "lumo_ev": -0.26, "total_charge": 0, "e_homo_ev": -8.62, "elements": ["C", "P", "P", "Br", "H", "H", "H", "H", "H"], "xyz": [[-0.544040, 0.844947, 1.405251], [-0.149014, -1.299991, 0.003587], [0.572999, -0.069081, -1.623998], [2.735342, -0.215642, -1.247290], [-1.608194, 0.797151, 1.536583], [-0.161737, 1.610618, 0.756421], [0.047716, 0.618265, 2.272027], [-1.455815, -1.199104, -0.507254], [0.562742, -1.087164, -2.595328]], "atomic_forces_ev_per_a": [[0.5, -2.8, -1.6], [-0.3, 2.2, 2.0], [-0.4, 0.5, -0.5], [0.7, 0.0, 0.2], [-0.3, 0.1, 0.0], [0.0, 0.2, -0.2], [0.1, 0.0, 0.2], [-0.3, 0.0, -0.1], [-0.1, -0.2, -0.1]]}



{"formula": "C18H28N2O3", "method": "the ωB97M-V functional and the def2-TZVPD basis", "homo_lumo_gap_ev": 9.154, "smiles": "CCOc1ccc(C(=O)NCCN2CCCCC2)c(OCC)c1", "lumo_ev": 0.77, "total_charge": 0, "e_homo_ev": -8.39, "elements": ["C", "C", "O", "C", "C", "C", "C", "C", "O", "N", "C", "C", "N", "C", "C", "C", "C", "C", "C", "O", "C", "C", "C", "H", "H", "H", "H", "H", "H", "H", "H", "H", "H", "H", "H", "H", "H", "H", "H", "H", "H", "H", "H", "H", "H", "H", "H", "H", "H", "H", "H"], "xyz": [[-6.784130, -0.861715, -1.517349], [-6.637662, -0.524540, -0.036532], [-5.570934, 0.369821, 0.214782], [-4.291123, -0.086499, 0.206016], [-3.893551, -1.409933, 0.058142], [-2.546576, -1.707570, 0.092649], [-1.564621, -0.742258, 0.279556], [-0.156303, -1.240558, 0.261890], [0.129512, -2.301908, -0.264807], [0.753557, -0.484019, 0.916794], [2.164149, -0.780396, 0.891601], [2.915860, 0.175113, -0.045691], [4.315460, -0.182395, -0.159366], [4.911605, 0.252414, -1.409167], [6.305274, -0.349538, -1.560904], [7.190576, 0.078391, -0.396506], [6.507373, -0.313329, 0.908199], [5.105824, 0.286107, 0.963645], [-1.970222, 0.598842, 0.420393], [-0.999524, 1.545852, 0.601605], [-1.303686, 2.920995, 0.450269], [-1.567168, 3.308137, -1.000277], [-3.321273, 0.901799, 0.378099], [-6.931241, 0.050356, -2.090396], [-7.642692, -1.511746, -1.661459], [-5.894424, -1.362239, -1.891277], [-7.525689, 0.010503, 0.312007], [-6.526708, -1.435776, 0.563174], [-4.605776, -2.206221, -0.081959], [-2.213797, -2.726689, -0.034969], [0.475628, 0.429760, 1.237366], [2.558170, -0.716375, 1.909745], [2.278192, -1.802815, 0.527148], [2.456265, 0.092492, -1.033708], [2.780924, 1.216727, 0.303171], [4.276175, -0.088637, -2.230017], [4.980763, 1.356221, -1.463081], [6.737979, -0.031738, -2.511257], [6.215676, -1.436503, -1.567099], [8.171814, -0.393914, -0.470044], [7.334351, 1.161741, -0.423995], [6.423729, -1.399550, 0.961544], [7.087003, 0.032494, 1.766137], [4.616438, -0.021033, 1.889535], [5.178188, 1.391796, 0.966086], [-0.406416, 3.429835, 0.814845], [-2.143661, 3.207308, 1.093717], [-1.726216, 4.380667, -1.069378], [-0.713053, 3.035765, -1.615495], [-2.444818, 2.794290, -1.384027], [-3.680601, 1.911943, 0.485807]], "atomic_forces_ev_per_a": [[0.2, 0.2, 0.4], [-0.3, -0.3, -0.2], [0.3, 0.2, 0.0], [0.3, 0.1, 0.0], [-0.4, 0.0, 0.0], [0.2, 0.2, 0.0], [-0.2, 0.0, -0.1], [0.1, 0.1, 0.2], [0.0, -0.2, -0.1], [0.2, 0.3, 0.2], [0.2, -0.1, -0.2], [-0.1, -0.2, 0.1], [-0.1, 0.1, 0.0], [0.1, -0.2, -0.2], [0.0, 0.3, 0.0], [-0.1, -0.3, 0.0], [0.0, 0.3, 0.0], [0.1, -0.2, 0.2], [-0.1, -0.3, 0.0], [-0.1, -0.4, 0.0], [-0.1, 0.5, -0.2], [0.1, -0.3, 0.3], [-0.1, 0.2, 0.0], [0.0, 0.1, -0.1], [-0.1, -0.1, 0.0], [0.0, -0.1, -0.1], [0.1, -0.1, 0.0], [0.0, 0.1, 0.0], [-0.1, 0.0, 0.0], [0.0, -0.1, 0.0], [-0.1, -0.1, -0.1], [0.0, -0.1, -0.1], [0.1, 0.1, 0.1], [0.0, 0.0, 0.0], [0.0, 0.0, -0.1], [0.0, 0.1, 0.0], [0.0, 0.0, 0.0], [0.0, 0.0, 0.0], [0.0, -0.1, -0.1], [0.0, 0.1, 0.0], [0.1, 0.0, 0.0], [0.0, -0.1, 0.1], [0.0, 0.0, 0.0], [0.0, 0.1, 0.0], [0.0, 0.0, 0.0], [-0.2, 0.0, 0.0], [0.1, -0.1, 0.0], [0.0, 0.1, 0.0], [0.1, 0.0, -0.1], [-0.1, 0.0, -0.1], [0.0, 0.1, 0.0]]}



{"formula": "C4H6MgO", "method": "the ωB97M-V functional and the def2-TZVPD basis", "multiplicity": 2, "homo_lumo_gap_ev": [7.243, 7.629], "lumo_ev": [-4.89, -5.28], "total_charge": 1, "e_homo_ev": [-12.13, -12.91], "elements": ["H", "C", "C", "C", "H", "H", "H", "C", "O", "Mg", "H", "H"], "xyz": [[-3.079321, -0.964773, 1.614356], [-2.722913, 1.571120, -0.111458], [-2.528720, 0.612957, 0.761087], [-2.067113, -0.476028, 1.365294], [-3.281567, 2.468808, 0.161509], [-2.260855, 1.537613, -1.101000], [-1.311803, -0.404221, 2.151740], [-0.284650, -1.946512, -0.422247], [0.254230, -0.833950, -0.524581], [2.134441, -0.030220, -0.606669], [0.223489, -2.750087, 0.135260], [-1.212752, -2.166478, -0.971678]], "atomic_forces_ev_per_a": [[1.9, -0.7, -0.2], [-0.2, 0.2, 0.8], [2.1, 0.3, -1.6], [-3.7, 0.8, 1.4], [0.2, -0.3, -0.1], [-0.4, -0.2, 0.2], [0.0, -0.2, -0.4], [0.6, 1.0, -0.4], [-0.1, -1.3, -0.2], [-0.2, 0.1, 0.1], [-0.3, 0.1, 0.0], [0.1, 0.2, 0.3]]}